Record 1
Below is a molecular structure, C6H5IN2O2S at a distorted geometry, with properties calculated with the ωB97M-V functional and the def2-TZVPD basis.

The HOMO energy is -8.713 eV. The value obtained for the energy above the lowest of the compared OMol25 structures with the same formula, charge and spin is 0.0000 eV. Its orbital gap is 8.13 eV.

The geometry in XYZ format:
```
17
Properties=species:S:1:pos:R:3:forces:R:3:nbo_charge:R:1
C -1.4477 1.0142 -1.6203 0.85 -1.98 -0.44 -0.21
C -1.1403 -0.2592 -2.0866 1.08 0.14 1.96 -0.19
C -0.9472 1.4858 -0.4584 1.36 -0.34 2.06 -0.24
C -0.3570 -1.1054 -1.2995 -0.02 0.21 1.46 -0.23
C -0.1296 0.6689 0.3811 -2.17 -1.10 -2.27 0.12
C 0.0632 -0.7033 -0.0413 -0.60 2.83 0.30 0.08
N 0.3108 0.9601 1.6896 0.09 -0.59 -1.46 -0.80
N 0.5891 -1.4606 1.0298 0.36 1.80 0.45 -0.78
O 1.3675 -0.6363 3.3407 -0.25 -0.12 0.29 -0.90
O 2.7392 -0.0533 1.4449 0.20 0.69 -0.77 -0.91
S 1.4380 -0.2712 1.9714 -0.10 -0.39 1.75 2.38
I 1.8760 -2.9818 0.7765 0.24 -0.98 -0.46 0.39
H -2.0774 1.6963 -2.0765 -1.19 0.77 -1.55 0.21
H -1.4768 -0.6289 -2.9812 -0.92 -0.63 -2.09 0.21
H -1.3093 2.4871 -0.2989 0.56 0.32 1.09 0.22
H -0.1130 -2.1385 -1.4184 -0.22 -0.59 -1.20 0.23
H 0.6144 1.9260 1.6470 0.73 -0.04 0.87 0.42
```
Forces are in eV/Å.


Record 2
Below is a single C6H5N molecule, with properties calculated with the ωB97M-V functional and the def2-TZVPD basis.

The HOMO energy is -9.910 eV. The value obtained for the energy above the lowest of the compared OMol25 structures with the same formula, charge and spin is 5.8170 eV. Its orbital gap is 9.98 eV.

The geometry in XYZ format:
```
12
Properties=species:S:1:pos:R:3:forces:R:3:nbo_charge:R:1
C -1.3185 0.4487 0.8523 -0.17 0.53 -0.16 -0.57
C -1.8771 1.5992 0.7040 0.14 -0.30 0.42 0.21
C -0.9821 0.2578 -0.6378 -0.14 -0.28 -0.25 -0.07
N 0.1147 0.9175 -1.3282 0.14 0.18 0.02 -0.53
C 0.3219 -0.4502 -0.8797 0.09 -0.18 -0.11 -0.14
C 1.1897 -0.7296 0.2404 0.28 -0.13 0.36 -0.03
C 1.9101 -0.9604 1.1776 -0.22 0.06 -0.38 -0.21
H -1.0351 -0.3122 1.5637 -0.10 0.18 0.07 0.29
H -1.8133 0.0180 -1.2891 0.11 -0.08 0.05 0.23
H 0.5914 1.5803 -0.7194 -0.11 -0.14 0.02 0.37
H 0.3226 -1.1974 -1.6695 0.11 0.13 0.08 0.23
H 2.5759 -1.1718 1.9856 -0.14 0.05 -0.12 0.25
```
Forces are in eV/Å.